This record from OMol25 describes 2 unconnected molecules or ions with the total composition C9H14 at a distorted geometry. The level of theory is ωB97M-V/def2-TZVPD.

CARTESIAN COORDINATES (ANGSTROEM)
C -0.86727 -1.60603 -2.53658
C 0.60355 -1.43358 -2.82360
H -1.35290 -2.24689 -3.28103
H -1.06387 -2.09326 -1.58365
H -1.38908 -0.64812 -2.50302
H 1.17219 -0.92511 -2.02274
H 0.79082 -0.77510 -3.68112
H 1.17596 -2.33282 -2.92470
C -0.29825 0.04017 3.43152
C 1.49967 1.40994 0.37836
C 0.43200 1.52689 -0.47101
C 1.25573 0.96154 1.66674
C -0.01827 0.38529 2.03411
C -0.83207 0.92379 -0.12688
C -1.02973 0.32938 1.07618
H 2.44249 1.92362 0.25658
H 0.53147 2.12984 -1.35996
H 1.91465 1.26340 2.47947
H -1.64468 1.04831 -0.82216
H 0.57373 -0.29772 3.98893
H -1.20070 -0.54800 3.59411
H -2.01949 -0.01178 1.34423
H -0.67594 0.97620 3.88623

Forces on the atoms, in the same order (eV/Å):
C -0.35 -0.37 0.06
C 0.89 1.36 0.38
H 0.08 0.31 -0.01
H 0.16 -0.08 0.19
H -0.04 -0.01 -0.21
H -0.52 0.02 0.16
H -0.17 -0.45 -0.13
H -0.06 -0.77 -0.43
C -0.46 0.48 0.36
C 0.68 0.40 1.80
C -0.40 -0.45 -0.32
C -0.29 0.39 -0.09
C 0.15 -0.09 0.34
C 0.18 0.49 -0.45
C -0.56 0.29 -0.28
H 0.00 -0.07 -0.60
H -0.13 -0.07 -0.22
H 0.20 -0.52 -0.22
H -0.14 -0.16 -0.13
H -0.15 -0.01 0.05
H 0.32 -0.62 -0.34
H 0.06 -0.29 0.01
H 0.55 0.21 0.08

**Net charge**: +1
**Orbital gap (spin up / spin down)**: 10.155 / 6.392 eV
**LUMO (spin up / spin down)**: -4.4 / -8.1 eV
**Spin multiplicity**: 2
**F_max**: 1.97 eV/A
**ΔE to the lowest compared entry with this formula, charge and spin**: 0.4002 eV